No. 1
24
Properties=species:S:1:pos:R:3:lowdin_charge:R:1 method="wB97M-V/def2-TZVPD" de_lowest_kj_mol=101.2 total_charge=+1 gap_ev=10.07 e_homo_ev=-13.48 e_lumo_ev=-3.4 spin_multiplicity=1 total_energy_ev=-12033.5836 max_force_ha_per_bohr=0.03077
C 0.02003 -0.93302 1.33769 -0.13
C -0.23906 0.56127 1.27115 -0.18
C 0.90416 1.34838 0.65947 -0.17
C 1.11991 0.99687 -0.85160 -0.19
O -0.04067 0.35736 -1.42633 -0.13
N 0.46112 -1.35122 2.75491 0.20
H 0.73625 -1.34940 0.63919 0.13
H -0.92604 -1.45065 1.21284 0.12
H -1.10129 0.70970 0.63954 0.12
H -0.47087 0.92793 2.27559 0.12
H 1.87291 1.31316 1.15845 0.11
H 0.67967 2.41839 0.74542 0.12
H 1.32367 1.86779 -1.46305 0.12
H 1.91789 0.25726 -0.92520 0.11
H -0.34010 0.84639 -2.23479 0.06
H -0.36350 -1.64845 3.28611 0.17
H 0.88022 -0.61503 3.31699 0.16
H 1.06494 -2.16208 2.66789 0.17
H -0.99968 1.99681 -4.23309 0.07
H -2.10301 1.05877 -3.54351 0.07
O -1.41620 1.72185 -3.41036 -0.03
H -0.75079 -1.56030 -1.11951 0.00
H -1.22674 -2.82551 -1.82365 0.06
O -1.00282 -2.48624 -0.93414 -0.08


No. 2
11
Properties=species:S:1:pos:R:3:lowdin_charge:R:1 method="wB97M-V/def2-TZVPD" de_lowest_kj_mol=301.0 gap_ev=8.92 smiles="C=C1S/C1=N/C" e_homo_ev=-8.92 e_lumo_ev=0.0 spin_multiplicity=1 total_energy_ev=-16550.9457 max_force_ha_per_bohr=0.09795
C 1.16811 -0.75755 -1.72126 0.02
C 0.57091 -1.18832 -0.63594 -0.65
S 0.15292 -2.67825 0.27344 0.84
C -0.15528 -0.78398 0.53473 -0.44
N -0.69320 -0.01059 1.39559 -0.03
C -0.97031 1.33288 1.17074 -0.18
H 1.10577 0.28315 -1.84861 0.05
H 1.65827 -1.51327 -2.38433 0.09
H 0.07329 1.80290 0.80898 0.11
H -1.62355 1.53350 0.28021 0.09
H -1.28692 1.97952 2.12646 0.11


No. 3
19
Properties=species:S:1:pos:R:3:lowdin_charge:R:1 method="wB97M-V/def2-TZVPD" de_lowest_kj_mol=10.5 gap_ev=9.90 smiles=CCC[C@]1(CF)CS1 e_homo_ev=-8.99 e_lumo_ev=0.9 spin_multiplicity=1 total_energy_ev=-19952.4114 max_force_ha_per_bohr=0.03890
C -1.54890 -0.93711 -1.16362 -0.11
C -1.53230 0.37081 -0.41596 -0.25
C -0.13263 0.96143 -0.45884 -0.22
C 0.95798 0.37417 0.42599 -0.71
C 1.60787 -0.95085 0.05863 -0.21
F 0.81959 -2.03001 0.37515 -0.04
C 0.88006 0.74349 1.86405 -0.36
S 2.19444 1.59467 0.95482 0.87
H -1.56690 -0.68417 -2.22437 0.07
H -0.76504 -1.67325 -1.02565 0.06
H -2.53501 -1.37623 -0.94581 0.08
H -2.26972 1.04872 -0.85863 0.11
H -1.84467 0.21215 0.62132 0.11
H -0.19103 1.97810 -0.09289 0.09
H 0.25924 1.00144 -1.45756 0.11
H 2.53891 -1.02561 0.57839 0.09
H 1.82139 -1.02976 -1.01417 0.13
H 0.06472 1.38493 2.17000 0.08
H 1.24200 0.03706 2.60914 0.08


No. 4
14
Properties=species:S:1:pos:R:3:lowdin_charge:R:1 method="wB97M-V/def2-TZVPD" de_lowest_kj_mol=351.1 gap_ev="6.74 / 8.08" e_homo_ev="-8.29 / -8.42" e_lumo_ev="-1.6 / -0.3" spin_multiplicity=1 total_energy_ev=-61176.6621 max_force_ha_per_bohr=0.06992
C -2.25978 -0.19720 -0.04854 -0.14
C -0.74873 -0.25116 -0.25607 -0.39
C -0.22930 0.81845 0.65044 -0.62
Si 2.65641 -0.23986 -0.14247 -0.57
Cl -0.30342 2.44669 0.14799 0.65
Cl 3.66637 0.05556 1.69561 0.14
Cl 2.79600 -2.22907 -0.56651 0.22
Cl 3.48926 0.72438 -1.71704 0.24
H -2.70237 0.85398 -0.16931 0.08
H -2.71780 -0.84700 -0.87461 0.09
H -2.74479 -0.48175 0.95538 0.10
H -0.21907 -1.12551 0.00221 0.05
H -0.44870 -0.03089 -1.30081 0.11
H -0.23409 0.50337 1.62374 0.04


No. 5
42
Properties=species:S:1:pos:R:3:lowdin_charge:R:1 method="wB97M-V/def2-TZVPD" de_lowest_kj_mol=61.2 total_charge=+1 gap_ev="6.18 / 1.86" e_homo_ev="-12.36 / -12.36" e_lumo_ev="-6.2 / -10.5" spin_multiplicity=2 total_energy_ev=-39995.7143 max_force_ha_per_bohr=0.07895
C 0.88867 2.57249 -4.70373 0.06
N -0.29308 2.15437 -3.88599 -0.42
O -0.61131 2.82335 -2.88137 0.03
O -0.84561 1.11354 -4.13883 0.06
H 1.16290 1.65897 -5.23134 0.10
H 1.65314 2.79557 -3.95947 0.10
H 0.79406 3.30095 -5.50902 0.11
C -4.09981 2.02657 -2.55956 0.04
N -5.01646 1.24300 -3.45181 -0.42
O -6.15180 1.66603 -3.57188 0.07
O -4.63128 0.13128 -3.87057 0.03
H -3.14795 2.09861 -3.08575 0.06
H -3.91772 1.51961 -1.61197 0.08
H -4.50078 3.02739 -2.39923 0.10
C -0.75444 -0.24130 -0.87792 0.05
N -1.51653 -0.09492 0.41020 -0.37
O -2.61651 0.44298 0.31288 0.09
O -1.08436 -0.75795 1.39458 -0.01
H -0.50230 -1.29200 -1.02127 0.10
H 0.13057 0.39044 -0.80203 0.09
H -1.19351 0.19720 -1.77404 0.07
C 2.07366 -1.86662 2.08518 0.06
N 2.51975 -2.31193 3.46919 -0.40
O 2.04495 -1.66134 4.35372 0.12
O 3.17033 -3.34408 3.55872 0.14
H 1.14519 -1.30363 2.18051 0.07
H 1.97164 -2.70247 1.39304 0.10
H 2.75352 -1.14434 1.63329 0.10
C -1.07690 -4.01452 3.19333 0.13
N -0.24051 -3.92602 4.43842 -0.32
O 0.59756 -4.79394 4.67469 0.33
O -0.57665 -3.13844 5.28701 0.24
H -0.77891 -3.21168 2.51899 0.10
H -2.11535 -3.82202 3.46293 0.14
H -0.88610 -4.99641 2.76022 0.12
C 4.30866 2.33898 1.26452 0.05
N 2.86331 2.02768 1.05003 -0.44
O 2.28521 1.57931 2.01909 0.05
O 2.33483 2.18493 -0.04150 0.06
H 4.22824 3.22795 1.89012 0.11
H 4.78464 2.60140 0.31971 0.10
H 4.84707 1.50085 1.70695 0.10


No. 6
91
Properties=species:S:1:pos:R:3:lowdin_charge:R:1 method="wB97M-V/def2-TZVPD" gap_ev=9.62 smiles="C#CCCC[C@@H]1OC(=O)O[C@@H]1CCCO.O=C1OC[C@@H](F)O1.O=C1OC[C@@H](F)O1.O=C1OC[C@@H](F)O1.O=C1OC[C@@H](F)O1.O=C1OC[C@@H](F)O1.O=C1OC[C@@H](F)O1" e_homo_ev=-9.38 e_lumo_ev=0.2 spin_multiplicity=1 total_energy_ev=-91964.4326 max_force_ha_per_bohr=0.18744
C 0.22080 -3.73685 3.30007 0.05
C -0.55242 -2.98672 2.36413 -0.10
C -1.29628 -2.36152 1.04419 -0.20
C -1.01930 -3.15642 -0.36028 -0.19
C 0.53024 -3.66212 -0.58000 -0.12
C 1.54636 -2.50936 -1.17022 -0.16
O 2.32864 -3.31125 -2.16931 -0.06
C 3.22648 -4.07707 -1.24184 -0.22
O 3.52224 -5.38957 -1.28327 0.01
O 3.73607 -3.16260 -0.16755 -0.01
C 2.82355 -2.00332 -0.27607 -0.22
C 2.60122 -1.01051 1.00778 -0.11
C 2.41124 0.52268 0.43362 -0.14
C 1.02324 1.14169 1.13091 -0.21
O 1.38610 2.52176 1.54772 -0.15
H 0.50967 -4.42437 4.23073 0.06
H -1.07460 -1.20721 1.00841 0.10
H -2.46837 -2.45098 1.25244 0.11
H -1.43108 -2.50438 -1.26543 0.13
H -1.69287 -4.13958 -0.35069 0.13
H 0.47628 -4.50491 -1.42409 0.14
H 0.95887 -4.22883 0.37638 0.14
H 1.12568 -1.65558 -1.85228 0.18
H 3.44308 -1.29882 -1.01378 0.15
H 3.51166 -1.06681 1.77462 0.14
H 1.62919 -1.34611 1.56546 0.08
H 2.38485 0.59001 -0.74989 0.08
H 3.36085 1.15488 0.78360 0.13
H 0.17487 1.17112 0.31934 0.12
H 0.68976 0.54983 2.08494 0.12
H 0.57057 3.04850 1.79856 0.09
O -4.93289 -1.66297 2.26717 0.13
C -4.49260 -1.60489 3.40324 -0.50
O -5.26357 -1.69018 4.53010 0.09
C -4.36961 -1.71328 5.62474 -0.07
C -3.15295 -1.06121 5.06238 -0.32
F -2.03197 -1.56352 5.62695 0.08
O -3.17411 -1.43941 3.70466 0.12
H -4.19276 -2.75094 5.92701 0.15
H -4.77925 -1.16458 6.47709 0.11
H -3.15254 0.03124 5.14031 0.17
O -1.55875 5.22132 2.17123 0.14
C -1.29285 5.48489 1.01033 -0.51
O -0.21474 6.23144 0.62069 0.08
C -0.19109 6.19167 -0.79204 -0.07
C -1.60962 5.88370 -1.13061 -0.33
F -1.68697 5.15454 -2.26639 0.08
O -2.03753 5.07827 -0.05587 0.14
H 0.50227 5.41059 -1.12153 0.15
H 0.13682 7.14911 -1.20576 0.14
H -2.25404 6.76580 -1.20901 0.18
O -0.59930 7.73284 -4.14705 0.13
C -0.83447 6.98243 -5.07949 -0.50
O -2.02076 6.95296 -5.76017 0.08
C -1.84194 6.05302 -6.83538 -0.08
C -0.72529 5.19132 -6.35347 -0.33
F 0.03435 4.76364 -7.38677 0.08
O 0.04939 6.06609 -5.56509 0.14
H -1.58390 6.61455 -7.73953 0.15
H -2.75523 5.48274 -7.02532 0.15
H -1.04664 4.33705 -5.74810 0.18
O 2.29410 1.10562 -2.75169 0.12
C 3.44380 1.06980 -3.15760 -0.50
O 3.89774 0.18750 -4.09938 0.08
C 5.23164 0.55848 -4.38403 -0.07
C 5.63312 1.29304 -3.15077 -0.33
F 6.52360 2.26860 -3.43886 0.08
O 4.43427 1.89840 -2.72278 0.15
H 5.24959 1.19043 -5.27830 0.15
H 5.85357 -0.32245 -4.56448 0.15
H 6.02659 0.65207 -2.35461 0.18
O -5.99564 0.35042 7.48336 0.14
C -5.30554 1.35599 7.50458 -0.49
O -4.90717 1.98902 8.65002 0.08
C -4.02484 3.01870 8.25101 -0.07
C -4.42922 3.26110 6.83700 -0.33
F -3.36988 3.64945 6.09226 0.09
O -4.84392 1.99010 6.39036 0.13
H -2.99174 2.66679 8.34180 0.15
H -4.14939 3.90626 8.87720 0.15
H -5.24934 3.97770 6.72125 0.18
O 0.84049 -10.73622 -3.38241 0.14
C 1.53059 -9.73065 -3.36119 -0.50
O 1.92896 -9.09761 -2.21574 0.07
C 2.81129 -8.06794 -2.61476 -0.08
C 2.40691 -7.82554 -4.02877 -0.33
F 3.46625 -7.43718 -4.77350 0.08
O 1.99221 -9.09653 -4.47541 0.14
H 3.84439 -8.41985 -2.52397 0.15
H 2.68674 -7.18038 -1.98856 0.11
H 1.58678 -7.10894 -4.14452 0.18